Record 1
Molecular formula: C64H162N10O22
Method: DFT, ωB97M-V with the def2-TZVPD basis set

Computed properties:
F_max (eV/A): 4.0
Frontier orbital gap (alpha / beta) (eV): 7.2 / 1.7
Highest occupied orbital energy (alpha / beta) (eV): -9.638 / -9.638

Geometry as ORCA input:
```
! RIJCOSX wB97M-V def2-TZVPD def2/J DEFGRID3
* xyz 1 2
C 6.59593 -5.69694 -4.84584
O 5.34550 -6.37784 -4.58145
C 4.69830 -6.72406 -5.77717
C 3.38901 -7.22611 -5.32403
N 2.66126 -6.10454 -4.69055
C 1.32555 -6.53423 -4.34730
C 0.83837 -5.55897 -3.32808
O 1.67090 -5.59012 -2.11514
C 1.14289 -4.70314 -1.07996
H 7.02251 -5.34383 -3.90698
H 6.38634 -4.78827 -5.41019
H 7.39528 -6.22774 -5.36293
H 5.14051 -7.59609 -6.25896
H 4.56276 -5.88493 -6.45951
H 3.44180 -8.03979 -4.60068
H 2.79964 -7.57638 -6.17141
H 3.13533 -5.86489 -3.83153
H 1.37020 -7.52304 -3.89083
H 0.70881 -6.48953 -5.24493
H -0.17233 -5.85176 -3.04370
H 0.73954 -4.55484 -3.74044
H 0.96826 -3.67723 -1.40419
H 1.95342 -4.66483 -0.35217
H 0.26042 -5.06561 -0.55275
C 2.58280 -1.54957 1.10848
O 3.44235 -0.42944 0.84459
C 3.81881 0.27321 2.04520
C 4.87591 1.32953 1.74945
N 6.09076 0.74479 1.27951
C 7.18744 1.69528 1.12400
C 8.29727 0.98279 0.33213
O 7.79704 0.40566 -0.91124
C 8.82861 -0.17684 -1.67937
H 1.71319 -1.13654 1.61966
H 3.00033 -2.34177 1.72992
H 2.26675 -1.97955 0.15804
H 4.18450 -0.43176 2.79179
H 2.91079 0.66040 2.50746
H 5.01381 1.93994 2.64192
H 4.52347 2.07945 1.04128
H 5.81616 0.40137 0.37025
H 7.50898 1.98090 2.12556
H 6.93691 2.68811 0.75033
H 8.80173 0.21235 0.91527
H 9.05960 1.73387 0.12516
H 9.52235 0.58374 -2.03761
H 8.35439 -0.60890 -2.56058
H 9.43644 -0.90684 -1.14481
C 1.26801 8.13708 7.24034
O -0.02918 7.49993 7.16764
C -0.46737 7.12923 5.87312
C -1.18531 5.80913 6.03492
N -1.67999 5.30170 4.75205
C -2.41999 4.08081 4.96815
C -2.95468 3.47117 3.60107
O -1.90663 3.14308 2.68560
C -2.40442 2.63148 1.42730
H 1.37195 8.72326 8.15340
H 1.32608 8.89447 6.45862
H 2.12511 7.47224 7.13331
H 0.29584 7.11824 5.09498
H -1.22700 7.84473 5.55828
H -1.97150 5.88013 6.78657
H -0.45785 5.13209 6.48270
H -0.93174 4.99745 4.14570
H -3.20764 4.18542 5.71432
H -1.78159 3.30123 5.38384
H -3.69955 4.14697 3.18088
H -3.54553 2.57571 3.79381
H -2.94834 1.70210 1.59616
H -1.61406 2.46486 0.69541
H -3.07800 3.33557 0.93877
C -12.21420 3.65240 3.51391
O -10.90875 4.10983 3.20124
C -9.94672 3.88360 4.21957
C -8.54604 4.16962 3.63688
N -8.29151 3.33555 2.44241
C -7.05382 3.67189 1.82538
C -6.76109 2.86830 0.57330
O -5.43842 3.10306 0.06245
C -5.22562 2.62288 -1.27225
H -12.92575 3.85363 2.71309
H -12.62382 4.13787 4.39971
H -12.15296 2.56946 3.62153
H -10.01345 2.89456 4.67284
H -10.12872 4.68506 4.93556
H -7.71040 4.04827 4.32613
H -8.65680 5.17791 3.23788
H -9.03450 3.55501 1.79440
H -6.26893 3.37810 2.52232
H -6.94256 4.71747 1.53817
H -7.55087 3.15821 -0.11973
H -6.93362 1.81909 0.81308
H -4.35278 3.08365 -1.73479
H -6.12866 2.90505 -1.81355
H -4.99806 1.55744 -1.23803
C 2.74202 -5.45017 2.07000
O 2.43082 -4.59404 3.14162
C 3.52668 -4.50768 4.08836
C 3.13440 -3.50654 5.19062
N 2.68071 -2.24222 4.57611
C 1.94955 -1.40404 5.53106
C 1.37315 -0.16356 4.89262
O 0.40546 -0.57959 3.96351
C -0.14605 0.62729 3.31150
H 1.82133 -5.74556 1.56682
H 3.05069 -6.41411 2.47452
H 3.41989 -5.02720 1.32860
H 4.44581 -4.12245 3.64689
H 3.78389 -5.49150 4.48083
H 4.03539 -3.31471 5.77331
H 2.46049 -3.90687 5.94803
H 2.04150 -2.42480 3.81573
H 2.58399 -1.18688 6.39039
H 1.05223 -1.96564 5.79088
H 2.16147 0.46211 4.47408
H 0.94387 0.55648 5.58930
H 0.49634 1.40054 2.89017
H -0.91038 1.03795 3.97123
H -0.73845 0.17891 2.51393
C 0.26143 2.44780 -4.55116
O 0.12673 2.75645 -5.91598
C 1.31126 2.66957 -6.66009
C 2.30663 3.80131 -6.31684
N 1.73747 5.12064 -6.46705
C 2.36289 6.15714 -5.65593
C 1.74307 7.51234 -5.94494
O 2.15504 8.63215 -5.13380
C 3.51598 8.92608 -5.09268
H 0.78320 1.51267 -4.34769
H -0.72512 2.24853 -4.13269
H 0.76472 3.25377 -4.01712
H 1.00175 2.75550 -7.70169
H 1.79769 1.71223 -6.47300
H 3.26060 3.76026 -6.84255
H 2.70720 3.56154 -5.33187
H 0.73750 5.16490 -6.33214
H 3.41881 6.30577 -5.88184
H 2.25991 5.99852 -4.58246
H 0.68783 7.43778 -5.68223
H 1.79299 7.85937 -6.97701
H 3.82420 9.22210 -6.09541
H 4.18262 8.10633 -4.82491
H 3.66038 9.81764 -4.48247
C -5.67528 -1.51303 -2.97948
O -4.63217 -2.34178 -3.47545
C -4.35424 -2.01474 -4.83962
C -3.10876 -2.79050 -5.25907
N -3.34499 -4.20592 -5.18698
C -2.24022 -5.01998 -5.79043
C -2.45657 -6.46309 -5.37765
O -2.67854 -6.50401 -4.00045
C -2.55576 -7.77483 -3.31218
H -6.52609 -1.38547 -3.64878
H -5.22104 -0.52782 -2.87394
H -6.01420 -1.91627 -2.02521
H -4.09753 -0.97490 -5.04192
H -5.23637 -2.36313 -5.37682
H -2.27191 -2.54958 -4.60353
H -2.83463 -2.46969 -6.26408
H -3.42811 -4.51399 -4.22871
H -1.26084 -4.67093 -5.46321
H -2.27597 -4.96291 -6.87835
H -1.53422 -7.03234 -5.49305
H -3.35424 -6.86415 -5.84823
H -3.16105 -8.55897 -3.76699
H -2.82676 -7.60438 -2.27026
H -1.54274 -8.17671 -3.29274
C 4.01001 4.00499 -2.82564
O 3.84297 2.62268 -3.01354
C 4.80868 1.71564 -2.52895
C 4.31997 0.23405 -2.66088
N 3.79847 -0.00656 -4.01631
C 3.26265 -1.38158 -4.14688
C 1.98348 -1.67727 -3.32254
O 0.88071 -0.88182 -3.85053
C 0.48483 -1.21996 -5.20527
H 3.23787 4.62665 -3.27890
H 4.93966 4.34651 -3.28084
H 3.98564 4.23849 -1.76122
H 5.06597 1.91093 -1.48791
H 5.77542 1.76664 -3.02986
H 3.53857 0.17458 -1.90326
H 5.06767 -0.51700 -2.40598
H 2.99336 0.56999 -4.21505
H 4.00759 -2.13298 -3.88507
H 3.00766 -1.71813 -5.15177
H 2.25015 -1.28123 -2.34267
H 1.89384 -2.75832 -3.21585
H 1.20928 -1.13009 -6.01470
H -0.36726 -0.61127 -5.50781
H 0.10462 -2.23527 -5.09265
C -1.97710 -5.90323 6.38976
O -1.47934 -5.50137 5.12715
C -1.52880 -4.09556 4.90770
C -0.97623 -3.64465 3.59020
N -1.97603 -3.73455 2.48977
C -2.18541 -5.03533 1.91291
C -3.11077 -4.99718 0.72871
O -2.45318 -4.23079 -0.28562
C -3.20591 -4.14620 -1.42646
H -1.47932 -5.50577 7.27426
H -2.06372 -6.98884 6.43513
H -3.04177 -5.67133 6.36163
H -0.82891 -3.70732 5.64766
H -2.55303 -3.73709 5.01042
H -0.10016 -4.25306 3.36565
H -0.77838 -2.58553 3.75521
H -1.68024 -3.13695 1.73117
H -2.59311 -5.71620 2.66011
H -1.26132 -5.49679 1.56473
H -4.07917 -4.56639 0.98313
H -3.27833 -6.01186 0.36756
H -2.57194 -3.57845 -2.10751
H -4.16005 -3.64847 -1.25326
H -3.39512 -5.14877 -1.81007
C 1.56027 2.32118 -0.51778
O 1.03951 3.37461 0.27256
C 1.97981 4.28896 0.92313
C 1.34310 5.22160 2.05034
N 0.85723 4.37362 3.16183
C 1.99963 3.75459 3.84042
C 1.57533 3.48906 5.33736
O 2.57730 2.95440 6.11541
C 2.28237 2.68617 7.49717
H 2.29615 2.65747 -1.24818
H 0.75103 1.88795 -1.10560
H 2.01642 1.55205 0.10548
H 2.44203 4.84308 0.10619
H 2.83759 3.75212 1.32824
H 0.45011 5.60581 1.55734
H 1.96994 6.05535 2.36661
H 0.35749 3.66433 2.64485
H 2.78516 4.50826 3.89539
H 2.47166 2.90829 3.34136
H 0.77686 2.74828 5.29517
H 1.30871 4.46779 5.73623
H 3.10032 2.11070 7.93064
H 1.38083 2.10795 7.69962
H 2.19732 3.62264 8.04843
C -2.04254 -0.50570 -1.75586
C -1.03178 -0.68313 -0.64965
O -1.58393 -1.55550 0.29333
H -2.20649 -1.44710 -2.28027
H -1.62996 0.08119 -2.57649
H -2.99730 -0.04312 -1.50577
H -0.77193 0.24594 -0.14231
H -0.11275 -1.12189 -1.03823
H -1.94938 -2.34006 -0.12200
C -5.35751 -1.09650 1.01796
C -4.80523 -1.38166 2.39738
O -4.80328 -2.75777 2.59361
H -6.30453 -1.54597 0.71922
H -4.63010 -1.48002 0.30250
H -5.50481 -0.02787 0.86165
H -5.51029 -0.95504 3.11080
H -3.76900 -1.06341 2.51159
H -3.89720 -3.07468 2.57996
*
```

Atom charges from the Mulliken analysis, given in e for atoms 1 to 6: number 1, C, carries -0.83; number 2, O, carries -0.30; number 3, C, carries -0.55; number 4, C, carries -0.80; number 5, N, carries -0.33; number 6, C, carries -0.84

=====

Record 2
Molecular formula: C6H9ClN3O2
Method: DFT, ωB97M-V with the def2-TZVPD basis set

Computed properties:
F_max (eV/A): 6.0
Frontier orbital gap (alpha / beta) (eV): 8.3 / 8.3
Relative energy (zero: lowest compared OMol25 entry of this formula, charge and spin) (kJ/mol): 4.1
Highest occupied orbital energy (alpha / beta) (eV): -13.134 / -13.134

Geometry as ORCA input:
```
! RIJCOSX wB97M-V def2-TZVPD def2/J DEFGRID3
* xyz 1 1
C 0.15970 -0.10344 1.61396
C -0.05915 -0.34061 -0.80471
C -3.37357 0.14971 0.63196
C 0.78824 -0.20125 0.36117
C -1.89694 0.03910 0.63250
C 3.11108 -0.69275 1.01080
N -1.15749 -0.02115 1.73895
N -1.37598 -0.07913 -0.63921
N 0.40445 -0.47334 -2.02138
O -3.97052 -0.00142 -0.39781
O 2.05437 -0.34212 0.02640
Cl 0.30529 2.73519 -1.41038
H 0.61331 -0.45103 2.55902
H -3.90810 0.43482 1.61171
H -0.61585 2.50695 -2.32299
H 2.92051 -1.49900 1.68887
H 3.00506 0.34694 1.53873
H 3.97956 -0.75998 0.46415
H -2.17393 -0.06834 -1.26225
H 1.39555 -0.58935 -2.24746
H -0.20557 -0.58980 -2.77203
*
```

Atom charges from the Mulliken analysis, given in e for atoms 1 to 6: number 1, C, carries -0.09; number 2, C, carries -0.11; number 3, C, carries 0.01; number 4, C, carries 0.73; number 5, C, carries 0.36; number 6, C, carries -0.74

=====

Record 3
Molecular formula: C5H15N2O
Method: DFT, ωB97M-V with the def2-TZVPD basis set

Computed properties:
SMILES string: CNC[C@H]([NH3+])[C@@H](C)O
F_max (eV/A): 2.0
Frontier orbital gap (eV): 10.7
Relative energy (zero: lowest compared OMol25 entry of this formula, charge and spin) (kJ/mol): 126.7
Highest occupied orbital energy (eV): -13.765

Geometry as ORCA input:
```
! RIJCOSX wB97M-V def2-TZVPD def2/J DEFGRID3
* xyz 1 1
C 0.97529 2.27921 1.80059
N 0.96981 0.79821 1.54597
C 0.74582 0.40585 0.13361
C -0.54004 -0.42705 0.06259
N -0.57600 -1.25233 1.28061
C -0.75869 -1.15688 -1.26280
C -1.00117 -0.16379 -2.39305
O 0.52370 -1.79864 -1.48019
H 0.47955 2.44329 2.74514
H 1.99817 2.63500 1.81832
H 0.31594 2.73537 1.07064
H 1.88131 0.45057 1.81072
H 0.70287 1.25386 -0.52349
H 1.54405 -0.24485 -0.18720
H -1.36416 0.27813 0.15796
H -0.21418 -2.20315 1.16685
H -1.48863 -1.36195 1.71523
H -0.01846 -0.66130 1.96367
H -1.48258 -1.96004 -1.12984
H -1.21315 0.86810 -2.07882
H -1.80892 -0.46907 -3.04927
H -0.09116 -0.00877 -2.96168
H 0.42063 -2.43978 -2.20555
*
```

Atom charges from the Mulliken analysis, given in e for atoms 1 to 6: number 1, C, carries -0.89; number 2, N, carries -0.42; number 3, C, carries -0.77; number 4, C, carries -0.47; number 5, N, carries -0.13; number 6, C, carries 0.32

=====

Record 4
Molecular formula: C21H15ClIrN3O8
Method: DFT, ωB97M-V with the def2-TZVPD basis set

Computed properties:
F_max (eV/A): 2.6
Frontier orbital gap (alpha / beta) (eV): 3.3 / 7.8
Highest occupied orbital energy (alpha / beta) (eV): -4.597 / -9.103

Geometry as ORCA input:
```
! RIJCOSX wB97M-V def2-TZVPD def2/J DEFGRID3
* xyz 0 5
Ir -0.50918 0.16779 0.09972
N -1.98983 -0.13716 1.84302
C -2.57021 -1.40904 2.15946
C -3.94475 -1.52806 2.32242
C -4.49436 -2.72385 2.74833
C -3.67251 -3.80234 3.03547
C -2.30958 -3.70170 2.82730
C -1.74442 -2.51827 2.36767
C -0.29895 -2.48029 2.06926
C 0.64500 -2.74616 3.05562
C 1.99709 -2.76619 2.75588
C 2.43569 -2.48963 1.46793
C 1.52092 -2.22239 0.46584
C 0.15765 -2.22573 0.76503
H -2.72034 0.56764 1.75486
H -1.35535 0.13568 2.59439
H -4.57782 -0.67335 2.12920
H -5.56134 -2.80943 2.87331
H -4.09403 -4.71514 3.42297
H -1.66047 -4.54599 2.98998
H 0.30158 -2.94283 4.06163
H 2.71205 -2.99005 3.53188
H 3.48942 -2.50133 1.23957
H 1.83198 -2.02458 -0.54880
Cl -1.37399 -3.12075 -3.28185
C -2.39477 -2.67929 -1.86078
C -1.59713 -3.08543 -0.65414
O -1.61977 -4.13482 -0.07606
O -0.74916 -2.06169 -0.30876
H -3.32836 -3.23324 -1.93109
H -2.56138 -1.60230 -1.89440
O -0.52780 2.15940 -0.88959
C 0.72930 2.22888 -0.76156
O 1.30191 1.38636 -0.00709
C 1.52210 3.21320 -1.51787
C 2.73617 2.80226 -2.05084
C 3.44310 3.68153 -2.89304
C 2.97291 4.96920 -3.12123
C 1.78254 5.37183 -2.53729
C 1.01993 4.48781 -1.75162
N 1.30642 6.69741 -2.75569
O 1.98529 7.44988 -3.44476
O 0.23928 6.99927 -2.22698
N 4.62170 3.22539 -3.53257
O 4.92959 2.04187 -3.35756
O 5.25368 4.02486 -4.22283
H 3.12012 1.81476 -1.85899
H 3.52300 5.64557 -3.75940
H 0.07709 4.80045 -1.33596
*
```

Atom charges from the Mulliken analysis, given in e for atoms 1 to 6: number 1, Ir, carries 0.61; number 2, N, carries -0.35; number 3, C, carries 1.05; number 4, C, carries -0.81; number 5, C, carries -0.68; number 6, C, carries -0.82